Record 1
C5H11NOS2 | ωB97M-V with the def2-TZVPD basis set

```
20
C5H11NOS2, DFT ωB97M-V with the def2-TZVPD basis set
C -1.079 1.757 -1.244
C -0.769 0.616 -0.272
C -0.280 -0.600 -1.059
C -0.045 -1.780 -0.146
C 1.009 -1.446 0.881
N 0.529 -0.409 1.715
S 0.561 1.060 0.866
O 2.002 1.233 0.095
S 0.074 2.513 1.938
H -0.100 2.385 -1.315
H -1.899 2.504 -0.898
H -1.328 1.348 -2.232
H -1.575 0.481 0.363
H 0.635 -0.154 -1.395
H -1.000 -0.908 -1.697
H -0.970 -1.931 0.518
H 0.235 -2.825 -0.657
H 1.130 -2.336 1.456
H 1.947 -1.241 0.459
H 0.924 -0.268 2.622
```

Multiplicity: 1
E_HOMO in eV: -9.3
HOMO-LUMO gap in eV: 9.9685
SMILES: C[C@H]1CCCN[S@]1(=O)=S
M in g mol⁻¹: 165.3
ΔE to the lowest compared entry with this formula, charge and spin in kcal/mol: 71.8

Atom charges from the Mulliken analysis, given in e for atoms 1 to 4: number 1, C, carries -1.149; number 2, C, carries 0.009; number 3, C, carries -1.206; number 4, C, carries -0.420


Record 2
C41H38BrN6O2S2Se2Y | ωB97M-V with the def2-TZVPD basis set

```
93
C41H38BrN6O2S2Se2Y, DFT ωB97M-V with the def2-TZVPD basis set
Y -0.558 0.047 0.089
C -2.374 -2.607 -3.585
C -1.908 -2.111 -2.236
N -1.355 -0.950 -2.125
N -1.161 -0.315 -3.357
C -1.137 0.976 -3.298
S -1.287 2.004 -1.954
S -0.892 1.789 -4.889
C -1.731 0.622 -6.005
C -3.206 0.885 -6.112
C -4.055 0.573 -5.049
C -5.411 0.839 -5.129
C -5.947 1.421 -6.272
C -5.111 1.742 -7.330
C -3.751 1.477 -7.246
C -2.083 -3.001 -1.072
C -2.049 -4.387 -1.273
C -2.161 -5.295 -0.238
C -2.332 -4.814 1.060
C -2.384 -3.461 1.299
C -2.251 -2.509 0.257
O -2.273 -1.246 0.539
H -1.520 -2.771 -4.246
H -2.986 -1.845 -4.064
H -2.957 -3.519 -3.497
H -1.532 -0.372 -5.608
H -1.253 0.701 -6.983
H -3.635 0.150 -4.144
H -6.050 0.602 -4.287
H -7.008 1.633 -6.329
H -5.517 2.205 -8.222
H -3.097 1.737 -8.072
H -1.891 -4.771 -2.274
H -2.103 -6.358 -0.436
H -2.409 -5.507 1.891
H -2.498 -3.068 2.302
C 3.417 1.920 2.357
Se 1.406 1.844 1.966
C 1.595 3.150 0.527
C 2.530 2.712 -0.587
Se 1.939 1.135 -1.593
C 3.456 -0.005 -1.165
H 3.802 2.943 2.308
H 4.008 1.282 1.696
H 3.537 1.554 3.379
H 1.981 4.075 0.963
H 0.578 3.317 0.177
H 3.504 2.443 -0.181
H 2.676 3.517 -1.308
H 4.384 0.487 -1.453
H 3.331 -0.923 -1.734
H 3.456 -0.245 -0.104
Br 3.957 -9.543 8.854
C 3.354 -8.166 7.683
C 3.710 -8.207 6.345
C 3.273 -7.210 5.489
C 2.479 -6.164 5.972
C 2.130 -6.151 7.323
C 2.565 -7.145 8.183
N 1.973 -5.103 5.187
N 2.438 -5.094 4.005
C 2.037 -4.140 3.116
C 2.655 -4.269 1.862
C 2.418 -3.448 0.788
C 1.479 -2.398 0.893
O 1.161 -1.641 -0.062
C 0.862 -2.196 2.214
N 0.044 -1.134 2.268
C -0.587 -0.846 3.387
C -0.425 -1.635 4.527
C 0.408 -2.729 4.494
C 1.103 -3.050 3.308
H 4.322 -9.018 5.972
H 3.538 -7.227 4.443
H 1.510 -5.340 7.683
H 2.294 -7.127 9.230
H 3.358 -5.090 1.772
H 2.907 -3.602 -0.166
H -1.226 0.032 3.366
H -0.960 -1.376 5.432
H 0.541 -3.346 5.366
N -0.964 1.774 1.270
C -1.963 2.244 2.012
C -3.344 2.052 1.649
C -4.391 2.492 2.429
C -4.180 3.164 3.638
C -2.858 3.376 4.024
C -1.793 2.945 3.254
H -3.547 1.530 0.719
H -5.406 2.304 2.087
H -5.009 3.505 4.247
H -2.648 3.897 4.956
H -0.780 3.138 3.591
```

Multiplicity: 1
Net charge: -2
E_HOMO in eV: -0.8
HOMO-LUMO gap in eV: 3.9251
M in g mol⁻¹: 1037.7
ΔE to the lowest compared entry with this formula, charge and spin in kcal/mol: 0.0

Atom charges from the Mulliken analysis, given in e for atoms 1 to 4: number 1, Y, carries -0.119; number 2, C, carries -1.409; number 3, C, carries 0.458; number 4, N, carries 0.704


Question: Number 2 is which compound?
Answer: C41H38BrN6O2S2Se2Y


Question: Which of these has the lowest HOMO-LUMO gap?
Answer: C41H38BrN6O2S2Se2Y


Question: Number 1 is which compound?
Answer: C5H11NOS2